C46H58N4O2P2S5W | ωB97M-V/def2-TZVPD

Geometry as ORCA input:
```
! wB97M-V def2-TZVPD RIJCOSX def2/J DEFGRID3
* xyz 0 3
H 0.342 4.087 4.006
C 5.773 -4.480 1.928
C 3.884 -2.608 1.804
C -2.037 3.624 2.476
H 0.453 -6.619 -2.740
H -0.624 2.227 3.265
H 3.047 5.224 4.701
H 2.483 2.831 1.173
H -4.691 -3.511 0.389
H 1.485 3.554 5.231
C -3.454 -0.563 -1.610
H 4.615 -3.021 -2.801
C -5.758 -1.922 -2.338
H 3.616 4.979 2.455
H 0.631 3.828 -3.519
C -0.686 -5.616 -4.249
H -1.486 4.251 -0.376
C -0.890 3.789 -1.162
H -0.524 -4.227 1.042
C 0.026 -1.313 -1.158
C 1.670 3.255 1.779
C -0.276 2.485 -0.652
C -1.216 2.336 2.343
C -0.810 -1.907 3.186
W 1.063 -1.422 0.671
H 6.175 -2.195 -2.875
C 0.109 4.823 -1.678
N -0.073 -1.233 -2.419
C 1.852 3.072 -1.921
H -2.373 0.802 3.285
H 1.839 4.978 -2.944
H -1.064 1.713 -0.665
S 3.073 -1.108 2.140
H -1.419 4.486 2.219
H -3.424 -5.946 3.655
C -3.331 3.666 1.662
S 4.398 -5.103 1.010
H -2.531 -0.072 -1.340
H -0.307 -5.139 -0.925
H 3.482 -1.272 -4.134
H -0.447 5.612 -2.190
H 1.973 5.037 0.603
C -3.503 -1.946 -1.524
H -5.225 -4.862 2.366
H 0.758 -0.886 -2.892
H -1.561 3.530 -1.988
C -4.159 2.408 1.882
C 5.246 -2.280 -2.316
C -5.721 -0.536 -2.383
H 5.692 -0.134 -0.616
C -1.863 -5.184 2.406
C -3.898 -3.985 0.946
C 1.659 4.776 1.614
H -3.899 4.551 1.962
H -4.667 -3.713 -1.886
N -0.058 -1.765 2.289
H 3.527 0.429 -3.656
H -3.922 0.287 1.531
H -4.532 1.224 -2.090
P -2.067 -2.836 -0.870
H 1.521 1.873 3.444
H 2.341 3.451 -1.022
H 2.626 2.652 -2.567
C 1.399 3.911 4.205
H 0.629 5.283 -0.839
S 1.809 -3.763 0.387
S 5.513 -2.807 2.451
C -4.652 -2.632 -1.912
C 5.481 0.134 -1.649
H -2.635 -2.901 -3.735
C 3.384 -1.008 -1.422
S -1.860 -2.087 4.351
H 5.023 1.121 -1.664
C -2.574 -3.816 0.562
N -0.928 -1.815 -0.329
C 4.547 -0.914 -2.278
C 1.941 2.861 3.241
H 0.659 5.185 1.770
C 3.382 -3.668 1.131
C -3.184 -5.357 2.784
H -2.318 3.722 3.528
C 2.630 5.424 2.601
H 1.366 1.156 -1.048
C 4.102 -0.496 -3.687
C -1.558 -4.404 1.308
C -0.233 -5.814 -2.954
C 0.854 1.982 -1.554
H 6.418 0.171 -2.201
H -3.092 1.327 0.378
H -1.068 -5.646 2.971
H -4.419 2.308 2.937
C -1.975 -3.729 -3.516
C -2.078 1.070 2.267
C -3.342 1.206 1.432
H 3.017 2.774 3.398
H -1.473 0.239 1.883
C -1.528 -3.936 -2.214
O 0.719 0.842 1.202
C -4.196 -4.748 2.060
H -6.597 0.014 -2.690
H -5.087 2.472 1.310
P 0.219 2.251 1.142
H 0.411 1.586 -2.472
C 2.172 5.225 4.050
H 4.974 -0.339 -4.318
H -0.357 -6.268 -5.045
C -0.656 -4.983 -1.933
C 1.130 4.212 -2.627
N 2.495 -1.056 -0.676
H 2.719 6.490 2.380
O 6.767 -5.104 2.152
H -6.659 -2.447 -2.623
H 1.539 6.058 4.360
H 5.478 -2.618 -1.309
H -1.923 -4.429 -5.533
C -1.562 -4.578 -4.525
C -4.565 0.144 -2.036
H -3.119 3.754 0.595
*
```

Computed properties:
Kohn-Sham gap (spin up / spin down), hartree: 0.24593 / 0.24187
LUMO energy (spin up / spin down), eV: 0.34 / -0.01
Relative energy (zero: lowest compared OMol25 entry of this formula, charge and spin), kcal/mol: 17.5
HOMO energy (spin up / spin down), eV: -6.35 / -6.59

***

C46H60N7O3OsSSb | ωB97M-V/def2-TZVPD

Geometry as ORCA input:
```
! wB97M-V def2-TZVPD RIJCOSX def2/J DEFGRID3
* xyz 2 1
H -5.032 -3.173 2.783
H -3.432 -1.575 -2.772
H 1.874 3.017 -2.580
C -2.246 -2.929 -0.145
H 0.812 7.070 1.425
C -3.767 -0.134 4.920
H 6.547 1.646 -1.693
H -0.741 0.066 -4.490
H 0.217 -4.395 2.147
C 2.101 0.168 2.080
N -1.429 1.220 1.546
H -1.607 -2.812 3.140
H -2.421 1.037 1.418
H 0.383 -3.079 -1.461
C -2.215 1.720 3.899
H -5.544 -3.691 -0.207
C 3.444 -4.030 -2.981
H -2.375 2.761 3.609
H -4.614 0.558 0.019
H -0.094 5.413 2.676
C -3.974 -5.060 0.292
H -1.080 0.099 -6.936
C 3.220 1.367 -2.221
H 1.628 -4.380 1.093
H -3.469 -0.450 0.946
C 1.617 6.511 0.946
H 0.259 3.736 2.349
H -0.219 1.786 3.143
C -0.233 -4.551 0.023
C -0.079 0.034 -6.532
H -0.245 -4.583 -2.148
H -3.875 0.658 2.914
C -0.977 4.699 0.850
C 3.108 0.888 2.698
C 1.613 6.739 -0.557
H 3.655 4.713 -2.417
H 2.263 -2.676 -4.148
C -4.405 -0.449 0.384
H 0.860 -0.014 -8.456
C 1.013 -0.029 -7.386
C 3.272 -2.147 -0.944
H -1.143 5.693 0.436
H -2.083 -1.392 4.856
C 0.601 -4.025 1.193
C 2.512 4.289 1.193
H -4.343 -0.100 -2.452
C -1.108 1.169 2.993
C 1.412 2.020 0.905
C 1.403 -0.065 -4.651
Sb 1.747 -0.070 -2.589
H 3.513 -0.170 -5.110
H 4.454 -3.511 0.210
H -0.751 4.038 0.009
C 2.654 -1.914 -2.168
N 1.435 5.100 1.315
C 2.352 2.825 1.523
C -2.603 -5.256 0.338
H 3.517 -4.760 -3.777
H -5.200 -0.731 1.075
C 4.532 0.974 -1.981
C -4.287 -1.445 -0.777
H 5.979 4.033 -1.965
H 0.622 -2.937 1.224
H -3.398 0.178 5.897
C 4.054 -4.268 -1.759
H 4.607 -5.184 -1.602
N -2.563 -3.138 3.225
C 5.206 3.281 -2.041
H 3.764 0.393 3.400
H 2.425 6.184 -1.022
C 3.895 3.666 -2.293
H -4.831 -0.334 5.050
H -5.477 -2.100 4.059
N -1.371 -1.851 -0.134
H -5.300 -1.729 -1.070
H -4.328 1.756 4.181
C -4.477 -3.818 -0.066
H 1.365 -4.547 -1.424
C 2.302 -0.107 -6.875
H -1.287 2.167 1.198
C 5.524 1.943 -1.883
S -0.313 0.606 -1.666
H 0.670 6.431 -1.009
H -1.814 1.743 4.914
C 2.503 -0.122 -5.504
C 3.235 2.237 2.422
C 0.350 -4.161 -1.337
H -1.914 4.388 1.316
H -2.209 -6.244 0.539
O 3.611 4.685 0.850
O -0.531 -1.081 2.404
C -3.470 -2.323 3.762
H -2.725 -0.296 -1.785
C -3.638 -2.735 -0.310
N -3.065 -1.373 4.595
C -1.711 -4.217 0.091
H -2.848 -3.904 2.631
Os -0.556 -0.454 0.423
N 1.264 0.718 1.193
N -4.763 -2.478 3.462
H 3.231 -1.407 -0.160
C -3.582 1.006 3.910
C 2.739 -2.852 -3.191
C -3.648 -0.819 -2.016
C 0.111 0.017 -5.157
H 4.007 2.837 2.887
C -0.682 -0.235 3.371
C 2.896 2.713 -2.378
H -0.192 -5.642 0.080
O -0.510 -0.515 4.544
H 0.743 2.424 0.153
H 2.560 6.851 1.372
H -4.646 -5.889 0.475
H 3.151 -0.150 -7.544
H 1.930 -0.875 2.312
H 1.761 7.797 -0.772
H 4.794 -0.073 -1.881
C 0.151 4.712 1.875
C 3.968 -3.328 -0.740
*
```

Computed properties:
Kohn-Sham gap (spin up / spin down), hartree: 0.26519 / 0.26521
LUMO energy (spin up / spin down), eV: -5.60 / -5.60
Relative energy (zero: lowest compared OMol25 entry of this formula, charge and spin), kcal/mol: 0.0
HOMO energy (spin up / spin down), eV: -12.82 / -12.82

***

C46H61IrN5PSSbSi3 | ωB97M-V/def2-TZVPD

Geometry as ORCA input:
```
! wB97M-V def2-TZVPD RIJCOSX def2/J DEFGRID3
* xyz 2 2
H -0.759 -5.980 -0.431
C 0.052 -3.736 1.706
H 0.864 -4.445 1.879
H 2.696 0.906 7.785
Sb -1.170 -0.695 -1.940
H 1.431 2.127 7.908
C -0.124 -0.529 6.977
C -4.858 0.264 -3.777
H -0.695 -0.234 -4.809
H 4.866 5.492 -0.915
H -1.725 -2.836 5.182
C -2.289 -1.701 0.926
N -1.947 -0.604 1.588
C 5.077 3.504 -1.682
C -5.179 2.532 -1.784
H 4.933 -3.290 -3.571
H -1.803 -2.567 6.945
H 0.354 -2.768 2.119
H -5.815 -0.288 -0.631
N 1.565 0.107 -0.098
C 3.102 2.808 0.147
H 2.379 -0.322 -5.304
C 3.374 -0.685 -2.084
H -5.025 3.289 -2.554
H -2.410 -1.844 -4.152
C -1.821 -2.090 5.969
C 4.424 -1.914 2.746
H -1.040 1.005 -6.009
H -4.374 -1.258 -0.908
H 2.520 -1.401 1.875
H -2.736 3.791 -2.187
C -4.728 -0.243 -0.733
H -2.791 -1.602 5.848
C 5.802 -1.817 2.621
C -1.424 0.523 -5.107
H 5.981 -0.022 -0.244
C -1.965 2.147 -1.053
H 3.806 -2.328 -5.543
C 3.598 -1.336 1.793
H -2.357 0.027 -5.377
H -6.249 2.312 -1.761
H -2.652 3.140 -5.682
H -2.247 5.498 -0.497
H -0.112 3.730 -3.250
H 3.111 4.874 0.713
C -2.345 -2.107 -3.102
C 3.658 1.842 -0.690
N -1.376 1.797 0.111
C 0.869 0.395 6.803
C 4.526 4.467 -0.849
H -4.966 -2.648 2.759
N -0.416 -0.689 4.605
C 3.539 4.120 0.065
C -4.111 -2.074 2.429
H 6.448 -2.267 3.364
H -2.308 -5.163 -0.254
C -1.441 4.066 0.899
C 2.719 -0.151 -3.195
H -1.849 -3.071 -2.995
C -0.011 2.655 -3.410
H 4.678 -2.234 -1.356
H -4.914 2.971 -0.821
P 3.092 0.136 -0.504
C 1.621 1.052 7.906
H -0.414 -0.841 7.969
Si -4.266 0.924 -2.124
H 1.705 -2.429 -0.818
C -1.320 -5.086 -0.710
C -2.346 1.170 -2.119
H -4.319 -0.545 3.942
C -1.144 2.737 1.056
C 3.674 -1.871 -4.571
H -3.868 2.979 -4.426
S 1.089 0.786 2.932
C 0.540 0.219 4.435
H 3.993 -2.441 3.588
H 1.808 -4.162 -1.162
C 6.361 -1.142 1.542
C -3.754 -0.898 3.092
C -0.743 -1.068 5.837
C 5.543 -0.558 0.590
H 5.843 3.776 -2.396
C 1.147 -3.293 -1.177
H 2.330 2.523 0.851
H 1.926 1.400 5.360
Ir -0.119 0.006 0.714
H -0.698 2.386 1.976
H -3.339 -2.168 -2.665
N 1.184 0.732 5.531
H 0.877 -3.105 -2.221
H -2.577 4.169 -4.267
C 4.158 -0.661 0.715
H -4.494 -0.736 -4.006
H -1.441 -5.098 -1.794
C 2.875 -0.742 -4.438
H 5.066 1.442 -2.270
C -3.367 -2.487 1.344
H -4.321 0.107 0.219
C 4.314 -2.409 -3.464
H 7.436 -1.069 1.445
H -0.818 -4.081 2.270
C -2.269 3.505 -1.258
H 0.690 2.516 -4.236
H 1.320 0.647 8.867
Si -1.678 1.867 -3.817
C 4.644 2.188 -1.608
Si -0.370 -3.583 -0.119
H -2.312 0.702 3.139
H -1.234 4.769 1.692
C -2.651 -0.203 2.651
C -2.807 3.157 -4.601
C -1.457 -2.016 -0.222
H -4.583 0.917 -4.606
H 0.427 2.230 -2.503
H 2.107 0.732 -3.076
C -2.006 4.460 -0.307
H -3.617 -3.383 0.789
C 4.170 -1.818 -2.216
H -5.950 0.216 -3.755
*
```

Computed properties:
Kohn-Sham gap (spin up / spin down), hartree: 0.20030 / 0.19522
LUMO energy (spin up / spin down), eV: -6.42 / -6.55
Relative energy (zero: lowest compared OMol25 entry of this formula, charge and spin), kcal/mol: 33.7
HOMO energy (spin up / spin down), eV: -11.87 / -11.87

***

C46H62CoN3OP3SSi | ωB97M-V/def2-TZVPD

Geometry as ORCA input:
```
! wB97M-V def2-TZVPD RIJCOSX def2/J DEFGRID3
* xyz 3 5
C -0.902 2.366 -1.170
H -3.790 -1.483 -1.131
H -0.717 -5.882 -1.265
H -3.224 3.614 3.198
C 2.675 1.897 0.100
C 2.843 -1.486 1.309
H 1.509 7.121 -4.650
H -3.495 -0.485 1.665
H 2.158 0.123 -3.418
H -1.934 1.772 4.260
C -0.025 5.587 -4.687
H -1.756 4.205 2.399
C 4.920 -2.533 0.654
H 4.713 -1.172 4.255
O -1.175 -1.169 1.592
C -2.167 0.690 -2.259
C 0.050 -2.029 -4.940
H 2.591 -3.698 4.079
Co -1.095 -0.260 0.138
H 3.226 -1.466 -2.044
H -5.129 0.019 3.445
C 0.743 3.856 -0.055
H -4.908 -2.922 -2.721
C 1.995 4.162 0.447
H -2.018 -4.990 -2.021
H 0.147 2.970 -6.837
H 4.041 1.617 4.138
H -0.330 4.003 -2.537
H 1.117 -2.065 5.498
H 0.439 1.419 3.749
H 3.438 1.138 0.159
H -0.263 -1.284 4.716
C 2.806 -0.137 4.016
H -0.143 -2.471 -5.903
C -0.742 -2.380 -3.857
H 0.994 -4.733 0.172
H 3.381 -1.955 5.120
H -4.053 1.326 0.074
C 4.026 -2.146 1.638
H 0.809 -3.024 0.575
H 5.328 -2.558 -1.450
C 2.538 -1.232 -0.033
C -3.819 -2.916 -2.714
H -1.533 -3.095 -4.003
H 5.836 -3.035 0.929
C 1.779 -3.761 3.362
C -1.692 2.686 -3.517
H -3.453 -3.116 0.750
C 1.080 -1.116 -4.789
H 3.962 3.423 0.860
C -2.141 3.685 3.275
C 0.661 -3.768 -0.203
H 2.832 1.701 2.855
C 0.446 2.570 -0.493
C -0.809 -3.857 -0.585
C -3.858 -3.397 -0.224
C -0.378 4.403 -5.316
H 4.256 -2.368 2.664
S -1.920 3.517 -5.052
H 2.265 4.196 -7.411
H 0.071 -2.673 2.689
H -3.622 -4.440 -0.419
C 0.910 -2.508 3.373
Si 1.033 -0.268 -0.712
H 4.275 0.697 2.660
C 0.570 -0.933 -2.441
H 1.280 -3.518 -1.062
H 1.686 -0.833 -5.636
C 3.526 1.041 3.372
H -0.008 4.630 -0.112
C -2.426 1.477 -3.351
H 4.060 -0.451 5.705
C -3.594 0.545 2.045
N 1.924 5.649 -6.005
C 4.636 -2.271 -0.673
C 1.407 1.565 -0.384
C 1.602 4.546 -6.628
H -4.560 2.380 1.397
H 2.053 0.242 4.716
H -0.301 -3.009 5.072
C -0.994 -4.913 -1.671
C -4.149 0.497 3.460
P -1.867 1.293 1.897
H 2.192 -3.970 2.377
H -1.382 -4.125 0.309
C -0.507 -1.821 -2.609
H -3.127 1.153 -4.100
H -0.344 -4.712 -2.519
H -0.658 6.062 -3.957
H -2.630 -0.284 -2.239
H -4.943 -3.317 -0.162
C 1.172 6.185 -5.075
H -5.480 0.930 1.035
H -3.505 -0.089 4.114
C 3.790 -1.001 4.804
H 2.207 5.159 0.792
H -4.286 1.489 3.885
N -1.370 0.990 -1.232
C 1.345 -0.580 -3.539
H -1.923 4.297 4.148
C 3.448 -1.644 -1.005
C -0.907 3.094 -2.488
H -3.491 -3.923 -2.954
C -4.474 1.342 1.081
C -3.347 -2.470 -1.332
C 0.339 -2.191 4.750
P -1.480 -2.193 -1.098
H 0.518 2.934 2.831
H -1.637 2.923 -0.548
H 1.156 -4.607 3.648
C -1.485 2.319 3.424
H 0.212 2.965 4.562
C 0.430 3.866 -6.310
P 1.761 -0.982 2.696
C 0.014 2.416 3.645
H -3.494 -2.236 -3.500
N -0.734 0.018 1.966
C 2.975 3.183 0.499
*
```

Computed properties:
Kohn-Sham gap (spin up / spin down), hartree: 0.22496 / 0.19077
LUMO energy (spin up / spin down), eV: -9.14 / -10.06
HOMO energy (spin up / spin down), eV: -15.26 / -15.25

***

| no. | E (eV) |
| --- | --- |
| 1 | -133282.6112 |
| 2 | -85079.3444 |
| 3 | -109265.1617 |
| 4 | -139403.7863 |